# 1
Entry from the Open Molecules 2025 dataset: the ion C5H13N2 with charge +1 in a non-equilibrium geometry (wB97M-V/def2-TZVPD).

The geometry in ORCA input format:
```
! RIJCOSX wB97M-V def2-TZVPD def2/J DEFGRID3
* xyz 1 1
N 0.30 -1.70 -1.81
N 0.27 0.83 -0.72
C -0.98 1.35 -0.05
C 0.08 -1.68 -0.29
C 0.24 0.21 1.59
C -0.60 1.46 1.39
C 0.68 -0.30 0.20
H 0.92 1.65 -0.66
H 1.10 0.55 2.14
H 0.09 0.45 -1.67
H 0.15 2.26 1.46
H -1.43 1.68 1.97
H -1.21 2.32 -0.65
H 0.53 -2.49 0.31
H -0.40 -2.25 -2.15
H -0.33 -0.66 2.20
H 1.22 -2.03 -2.06
H -0.99 -1.75 -0.10
H -1.97 0.62 -0.18
H 1.73 -0.49 0.08
*
```

Properties
max |F| = 4.322 eV/Å
energy above the lowest of the compared OMol25 structures with the same formula, charge and spin = 1.9251 eV
SMILES = NC[C@@H]1CCC[NH2+]1
E = -307.5509 a.u.
orbital gap = 11.24 eV

# 2
Entry from the Open Molecules 2025 dataset: the ion C24H43N2O4 with charge +1 in a non-equilibrium geometry (wB97M-V/def2-TZVPD).

The geometry in ORCA input format:
```
! RIJCOSX wB97M-V def2-TZVPD def2/J DEFGRID3
* xyz 1 1
O 0.30 -0.15 -2.41
O -0.47 -2.03 1.88
O -5.25 -1.93 -0.22
O 1.14 -0.83 0.00
N -4.30 1.13 -3.94
N -0.63 -0.67 -1.57
C -0.19 -1.05 -0.32
C -2.93 -1.40 -0.98
C -0.45 -2.21 4.31
C 3.39 1.56 0.66
C 1.50 -1.40 5.90
C 1.04 -1.25 -3.06
C 0.63 -1.10 4.59
C 1.26 2.96 0.72
C -3.17 1.00 -3.35
C -2.40 -0.37 -3.39
C 1.16 4.14 -0.33
C -1.08 -1.68 0.70
C -0.27 4.24 -1.04
C -2.50 -1.87 0.37
C 3.18 -2.40 -1.99
C 1.87 1.61 0.15
C 4.18 -1.95 -0.82
C 2.60 -1.16 -2.80
C 1.16 0.36 0.86
C 2.31 4.19 -1.42
C -1.98 -0.82 -1.94
C -4.47 -1.57 -1.34
C -5.60 -0.81 0.60
C -1.28 -1.72 3.03
H -5.65 0.17 0.05
H 1.35 -0.97 3.73
H 3.67 -1.91 0.18
H 1.93 -2.45 5.80
H -4.82 -0.70 1.42
H 3.80 -3.07 -2.65
H 0.78 -1.39 6.76
H -4.51 0.21 -4.37
H 1.91 3.31 1.56
H 4.59 -0.93 -1.07
H 3.80 0.54 0.39
H 3.35 1.56 1.79
H 1.65 0.13 1.85
H 0.13 -3.11 3.93
H 3.10 -1.19 -3.81
H -1.46 -0.62 3.19
H -0.22 4.84 -1.98
H -2.99 -1.19 -3.89
H -4.61 -2.34 -2.14
H 0.22 2.81 1.14
H -1.10 -2.45 5.18
H -0.77 3.24 -1.15
H 1.94 4.87 -2.24
H 0.11 -0.11 4.77
H 2.91 -0.22 -2.26
H -6.58 -0.98 1.14
H -4.81 -0.58 -1.77
H 2.33 -0.66 6.04
H 0.10 0.70 1.07
H -0.92 4.84 -0.33
H 0.68 -2.25 -2.68
H -3.20 -2.33 1.10
H 1.78 1.49 -0.96
H 4.01 2.40 0.27
H -2.75 1.92 -2.84
H 2.53 3.21 -1.91
H 2.37 -3.06 -1.56
H 1.25 5.10 0.26
H 5.06 -2.63 -0.73
H 0.88 -1.26 -4.18
H -1.49 -0.22 -4.04
H 3.20 4.70 -0.97
H -2.29 -2.24 3.04
*
```

Properties
max |F| = 3.756 eV/Å
energy above the lowest of the compared OMol25 structures with the same formula, charge and spin = 0.0000 eV
SMILES = [H]/N=C\Cc1c(COC)cc(OCCCC)c(OC[C@H](C)CC(C)C)[n+]1OCCCC
E = -1350.2788 a.u.
orbital gap = 8.56 eV

# 3
Entry from the Open Molecules 2025 dataset: a structure of composition C2H5PS in a non-equilibrium geometry (wB97M-V/def2-TZVPD).

The geometry in ORCA input format:
```
! RIJCOSX wB97M-V def2-TZVPD def2/J DEFGRID3
* xyz 0 1
S 0.04 -1.18 -0.20
P -1.56 -0.52 2.35
C 0.86 -0.16 -1.53
C -0.61 -0.13 1.02
H 0.52 -0.46 -2.46
H -0.29 1.14 0.73
H 0.81 0.89 -1.53
H -1.69 0.81 2.95
H 1.92 -0.40 -1.32
*
```

Properties
max |F| = 4.984 eV/Å
energy above the lowest of the compared OMol25 structures with the same formula, charge and spin = 1.3076 eV
E = -818.6498 a.u.
orbital gap = 8.56 eV